No. 1
# C47H39IrN5OS4Te

A structure of composition C47H39IrN5OS4Te (ωB97M-V with the def2-TZVPD basis set, the Open Molecules 2025 dataset).

The calculation puts the energy above the lowest of the compared OMol25 structures with the same formula, charge and spin at 0.8 kcal/mol. The gap between HOMO and LUMO is 6.480 eV. The LUMO energy is -2.273 eV.

```
! RIJCOSX wB97M-V def2-TZVPD def2/J DEFGRID3
* xyz 1 1
Ir 1.132 -1.730 -0.267
N 1.335 0.158 -1.185
S 1.744 1.498 -0.789
N 1.073 2.332 0.463
S -0.166 1.812 1.233
N -1.461 1.410 0.510
S -1.782 -0.161 0.016
N -0.805 -1.209 0.241
C -2.446 0.251 -1.600
C -1.765 1.155 -2.399
C -2.235 1.420 -3.673
C -3.386 0.789 -4.133
C -4.064 -0.106 -3.318
C -3.594 -0.384 -2.043
C -3.258 -0.504 0.956
C -3.398 -1.784 1.459
C -4.535 -2.093 2.191
C -5.507 -1.124 2.409
C -5.351 0.157 1.890
C -4.220 0.474 1.155
C -0.608 3.214 2.218
C -1.844 3.809 2.047
C -2.151 4.924 2.814
C -1.231 5.413 3.731
C 0.005 4.796 3.890
C 0.327 3.687 3.128
C 0.347 0.577 2.408
C -0.618 0.055 3.257
C -0.256 -0.956 4.130
C 1.051 -1.432 4.140
C 2.005 -0.888 3.293
C 1.658 0.130 2.418
C 3.475 1.712 -0.365
C 3.931 2.691 0.507
C 5.295 2.809 0.728
C 6.181 1.962 0.076
C 5.710 0.988 -0.796
C 4.349 0.858 -1.021
C 1.544 2.643 -2.139
C 1.413 2.096 -3.405
C 1.286 2.951 -4.489
C 1.293 4.327 -4.295
C 1.424 4.857 -3.017
C 1.552 4.013 -1.925
H -0.883 1.651 -2.028
H -1.708 2.125 -4.302
H -3.757 1.001 -5.127
H -4.963 -0.593 -3.673
H -4.119 -1.089 -1.412
H -2.627 -2.517 1.263
H -4.663 -3.092 2.584
H -6.393 -1.368 2.979
H -6.113 0.906 2.056
H -4.090 1.462 0.734
H -2.542 3.406 1.327
H -3.110 5.407 2.694
H -1.478 6.280 4.329
H 0.715 5.177 4.610
H 1.283 3.191 3.242
H -1.638 0.419 3.222
H -0.996 -1.380 4.794
H 1.323 -2.235 4.811
H 3.020 -1.263 3.297
H 2.400 0.563 1.760
H 3.229 3.342 1.009
H 5.665 3.564 1.409
H 7.244 2.063 0.247
H 6.405 0.332 -1.302
H 3.954 0.091 -1.676
H 1.391 1.019 -3.518
H 1.182 2.541 -5.485
H 1.195 4.990 -5.143
H 1.424 5.929 -2.871
H 1.645 4.412 -0.923
O 3.153 -2.005 -0.341
N 3.558 -3.278 -0.126
C 4.830 -3.555 -0.487
C 5.365 -4.789 -0.261
C 4.567 -5.760 0.357
C 3.281 -5.457 0.717
C 2.745 -4.182 0.477
S 1.135 -3.729 0.878
H 5.345 -2.728 -0.952
H 6.379 -4.996 -0.566
H 4.961 -6.751 0.536
H 2.637 -6.192 1.179
Te 0.145 -2.715 -2.430
C -1.702 -3.617 -1.906
C -2.763 -3.401 -2.783
C -3.992 -4.016 -2.576
C -4.182 -4.844 -1.479
C -3.123 -5.077 -0.611
C -1.890 -4.480 -0.830
H -2.630 -2.748 -3.637
H -4.802 -3.842 -3.273
H -5.140 -5.319 -1.313
H -3.250 -5.745 0.233
H -1.067 -4.704 -0.163
*
```

Mulliken population analysis, charges in e, atoms 1 to 8: Ir 1.628; N -0.921; S 1.775; N -0.170; S 1.151; N -0.192; S 1.935; N -0.427



No. 2
# C47H40Br15N7O14

A structure of composition C47H40Br15N7O14 at a distorted geometry (ωB97M-V with the def2-TZVPD basis set, the Open Molecules 2025 dataset).

The gap between HOMO and LUMO is 6.852 eV. The LUMO energy is -1.754 eV.

```
! RIJCOSX wB97M-V def2-TZVPD def2/J DEFGRID3
* xyz 0 1
C 0.392 -4.290 -4.887
Br 0.157 -2.784 -3.736
Br 1.717 -3.879 -6.241
Br -1.285 -4.836 -5.641
H 0.817 -5.147 -4.396
C -5.102 -1.681 -3.216
Br -6.855 -0.920 -3.416
Br -4.982 -3.391 -4.051
Br -4.659 -1.763 -1.339
H -4.376 -1.019 -3.658
C 3.806 -0.171 -3.055
Br 4.759 -0.979 -1.590
Br 2.030 0.344 -2.548
Br 3.895 -1.151 -4.678
H 4.306 0.775 -3.190
C -0.450 -3.124 5.080
Br -0.707 -3.741 3.286
Br -0.133 -1.205 5.132
Br 1.125 -3.934 5.818
H -1.328 -3.361 5.658
C -5.375 3.356 0.539
Br -4.715 3.094 2.325
Br -7.041 4.301 0.567
Br -5.532 1.648 -0.363
H -4.689 3.933 -0.058
C 3.557 0.129 4.709
C 2.446 0.325 3.887
C 2.659 0.706 2.581
C 3.939 0.918 2.116
C 5.054 0.710 2.918
C 4.854 0.343 4.240
N 4.127 1.356 0.751
O 3.149 1.632 0.106
O 5.252 1.432 0.333
H 3.407 -0.141 5.749
H 1.495 0.077 4.336
H 1.812 0.839 1.913
H 6.049 0.701 2.496
H 5.705 0.199 4.892
C 3.558 -2.506 1.547
C 4.798 -1.965 1.368
C 5.531 -1.538 2.460
C 5.014 -1.698 3.731
C 3.760 -2.220 3.883
C 2.964 -2.557 2.806
N 5.801 -1.320 4.895
O 5.376 -1.626 5.990
O 6.823 -0.721 4.700
H 2.965 -2.884 0.720
H 5.305 -1.949 0.413
H 6.515 -1.100 2.342
H 3.377 -2.285 4.896
H 1.956 -2.881 3.000
C -6.889 -1.895 3.792
C -7.425 -2.989 4.454
C -6.591 -3.980 4.958
C -5.249 -3.940 4.652
C -4.715 -2.890 3.916
C -5.526 -1.827 3.545
N -4.388 -5.021 5.113
O -4.921 -5.959 5.619
O -3.177 -4.888 5.014
H -7.466 -1.003 3.589
H -8.480 -3.042 4.688
H -7.016 -4.801 5.518
H -3.660 -2.859 3.671
H -5.088 -1.035 2.953
C 4.132 4.811 3.543
C 3.876 4.691 2.171
C 2.688 4.125 1.767
C 1.744 3.788 2.715
C 1.930 4.006 4.070
C 3.155 4.485 4.481
N 0.495 3.196 2.251
O -0.226 2.720 3.095
O 0.258 3.199 1.071
H 5.092 5.203 3.859
H 4.658 4.986 1.486
H 2.485 4.092 0.705
H 1.115 3.766 4.737
H 3.378 4.587 5.536
C -0.066 -0.531 1.695
C 0.149 -1.102 0.456
C -0.605 -0.669 -0.623
C -1.578 0.300 -0.427
C -1.768 0.891 0.801
C -1.042 0.447 1.894
N -2.229 0.862 -1.611
O -2.363 0.125 -2.575
O -2.603 2.015 -1.575
H 0.567 -0.838 2.517
H 0.980 -1.777 0.298
H -0.405 -1.004 -1.631
H -2.594 1.576 0.939
H -1.120 0.922 2.861
C -4.578 0.148 -6.425
C -4.511 -0.565 -7.602
C -3.329 -1.182 -7.971
C -2.227 -1.014 -7.189
C -2.241 -0.280 -6.016
C -3.449 0.298 -5.629
N -0.965 -1.593 -7.648
O 0.063 -1.023 -7.340
O -1.021 -2.563 -8.368
H -5.482 0.630 -6.070
H -5.409 -0.745 -8.176
H -3.314 -1.823 -8.839
H -1.322 -0.097 -5.473
H -3.448 1.015 -4.816
C 1.111 3.586 -2.799
C 2.379 3.465 -3.324
C 2.555 3.090 -4.639
C 1.450 2.962 -5.443
C 0.184 3.024 -4.923
C -0.003 3.406 -3.603
N 1.629 2.638 -6.845
O 2.716 2.265 -7.187
O 0.667 2.742 -7.566
H 0.927 3.933 -1.786
H 3.224 3.565 -2.653
H 3.549 2.943 -5.041
H -0.697 2.818 -5.520
H -0.999 3.564 -3.215
*
```

Mulliken population analysis, charges in e, atoms 1 to 8: C -0.417; Br 0.074; Br -0.054; Br -0.043; H 0.477; C 1.064; Br -0.056; Br -0.030